# 1
137
Properties=species:S:1:pos:R:3:forces:R:3:mulliken_charge:R:1 method="wB97M-V/def2-TZVPD" gap_ev=8.206 smiles="C=C[C@@](Br)(O[C@H](COCCC)[C@@H](C)CCC)[C@@H](CCCCCCCOC)N(CCCC(F)(F)C(F)(F)F)C(F)(F)F.COCCOC.COCCOC.COCCOC" lumo_energy_ha=-0.00463 total_charge=0
C 5.1987 -0.2988 -0.4345 -2.5 0.1 1.5 -0.6668
C 3.8510 -0.5402 0.1497 2.7 -0.1 -1.0 0.1192
C 2.4353 0.1296 -0.4497 1.7 0.2 2.1 -0.1593
Br 2.8711 0.3363 -2.4331 -0.6 0.0 0.8 -0.0709
O 1.3969 -0.8312 -0.1468 1.0 2.4 -1.5 0.0112
C 0.3160 -0.9460 -1.1107 -2.6 -2.3 0.4 0.0958
C -1.0704 -1.2029 -0.2052 0.4 2.2 0.7 -0.6365
O -0.9360 -2.2985 0.7634 -1.7 0.2 -1.5 -0.1873
C -2.1530 -3.1131 0.8763 -0.2 -0.8 1.0 -0.3536
C -3.5168 -2.2977 1.2689 -1.2 -1.0 0.6 -0.0771
C -4.7925 -2.8310 0.3286 -0.1 -0.5 -0.3 -0.8608
C 0.5834 -2.3153 -1.9898 0.8 -0.1 -0.6 0.2598
C 1.6539 -3.3267 -1.1970 0.5 0.7 -1.1 -0.9143
C -0.7640 -3.0935 -2.4930 0.1 -0.4 -1.9 -0.4383
C -0.4026 -3.7228 -4.0000 0.2 -0.9 0.5 -0.4637
C -1.4479 -4.9484 -4.4298 0.5 -0.2 0.3 -0.8492
C 2.2155 1.6597 0.0954 -0.8 1.3 -2.2 -0.4225
C 0.7599 2.3341 -0.3847 0.5 0.1 -0.1 0.2643
C 0.5200 3.8468 0.1943 -0.5 0.1 -0.3 -0.1861
C -0.9607 3.9974 0.9571 1.5 1.3 0.0 -0.3158
C -1.3430 5.6029 0.8451 0.3 0.2 0.3 -0.5033
C -0.7313 6.5027 2.1106 -1.0 0.5 -1.1 -0.1683
C -0.9839 8.0952 1.7574 -0.3 0.2 1.2 -0.5802
C -0.7792 9.0574 3.1066 0.3 0.4 -1.0 -0.4516
O -1.9086 8.9536 4.0532 1.8 0.3 0.9 -0.3046
C -1.4703 9.2943 5.4356 -0.2 0.3 0.8 -0.6019
N 2.4782 1.9230 1.5324 -0.8 -2.6 1.2 0.5253
C 3.8663 2.3700 1.8761 1.4 1.2 1.2 -0.4940
C 4.0126 4.0126 1.6717 -0.4 -0.8 -1.0 -0.0504
C 5.6231 4.3706 1.6907 -0.8 -0.3 0.0 -0.9541
C 6.0726 4.8188 0.1692 -0.3 0.5 0.5 0.7475
F 5.6666 3.8459 -0.8853 1.0 3.0 3.2 -0.2634
F 5.4713 6.1544 -0.0923 1.8 -4.0 0.2 -0.2888
C 7.7175 4.9754 0.0415 2.4 0.4 -2.2 0.5460
F 8.4523 3.7729 0.5791 -2.6 4.4 -1.5 -0.2398
F 8.0849 5.0279 -1.4182 -1.1 -0.1 5.0 -0.2511
F 8.2266 6.2600 0.6421 -1.7 -4.9 -1.8 -0.2346
C 1.7947 1.0809 2.5388 -0.5 0.2 2.0 0.6931
F 1.6869 1.9187 3.7952 0.3 -2.7 -3.5 -0.3374
F 2.5419 -0.1442 2.9896 -2.3 3.5 -1.3 -0.2835
F 0.4151 0.6414 2.2512 4.8 1.6 0.6 -0.1812
H 5.5796 0.8249 -0.5007 -1.2 -2.5 -1.3 0.0589
H 5.9242 -1.1784 -0.7800 -1.4 2.0 2.0 0.2328
H 3.7854 -1.2784 1.0617 -0.4 0.7 -2.7 -0.0681
H 0.0661 0.0032 -1.7445 0.9 -1.7 1.1 0.2405
H -1.1760 -0.2043 0.4414 0.2 -2.0 -1.3 0.1904
H -2.0420 -1.2382 -0.8663 2.0 -0.3 1.1 0.3259
H -2.3106 -3.7751 -0.0760 0.2 1.5 1.5 0.0321
H -1.9553 -3.8781 1.7711 -0.2 1.7 -2.0 0.2323
H -3.4234 -1.1321 1.2834 0.0 -2.3 -0.3 0.0602
H -3.8224 -2.6118 2.3795 0.9 0.8 -2.4 0.3557
H -4.4653 -3.7165 -0.3992 -0.5 1.9 1.6 0.2360
H -5.2216 -1.9900 -0.3721 0.8 -1.6 1.5 0.2392
H -5.6644 -3.3018 0.9939 1.9 1.3 -1.4 0.2692
H 1.1684 -1.9926 -2.9795 -1.3 -0.6 2.1 0.3616
H 2.7108 -2.7797 -1.2858 -2.3 -1.3 0.5 0.1038
H 1.7930 -4.3381 -1.8155 -0.6 2.1 1.5 0.2497
H 1.3690 -3.5037 -0.0758 0.5 0.3 -2.3 0.2085
H -1.6968 -2.3764 -2.6928 2.0 -1.6 0.8 0.2368
H -1.0599 -4.0394 -1.8411 0.6 2.3 -1.1 0.0743
H -0.3370 -2.8838 -4.8313 -0.2 -1.7 1.8 0.2790
H 0.6763 -4.2105 -3.8770 -2.2 1.1 -0.5 0.2376
H -1.2836 -5.2873 -5.5563 -0.5 0.9 2.4 0.2738
H -2.5815 -4.6724 -4.2183 2.4 -0.5 -0.6 0.1942
H -1.1972 -5.9071 -3.7769 -0.6 2.1 -1.3 0.2220
H 3.0161 2.3098 -0.5119 -1.6 -1.5 1.6 0.5256
H -0.1617 1.6814 -0.0492 2.0 1.1 -0.8 -0.7416
H 0.8526 2.4140 -1.5709 -0.5 -0.4 2.6 0.4762
H 0.6000 4.5811 -0.7407 -0.4 -1.5 2.1 0.3889
H 1.3119 4.2213 0.9694 -1.3 -1.0 -1.5 -0.4093
H -0.7625 3.7878 2.1087 -0.7 0.1 -2.4 0.1830
H -1.7765 3.2811 0.5151 1.6 1.5 0.8 0.2533
H -0.8723 6.0904 -0.1287 -1.1 -1.2 1.8 0.2089
H -2.5089 5.7213 0.8059 2.2 0.0 0.2 0.2314
H -1.3710 6.2315 3.0540 1.5 0.5 -1.6 0.2481
H 0.4266 6.3487 2.2602 -2.4 0.0 -0.2 -0.0040
H -2.0897 8.2478 1.3793 2.2 -0.3 0.8 0.2628
H -0.2658 8.5113 0.9230 -1.3 -1.0 1.7 0.3084
H 0.2143 8.8049 3.6809 -1.8 0.4 -1.3 0.3201
H -0.7238 10.1746 2.6909 0.0 -2.2 1.1 0.2577
H -2.3966 9.5391 6.1466 1.7 -0.6 -2.0 0.2230
H -0.8119 10.2797 5.4282 -1.1 -2.2 0.0 0.2643
H -0.9160 8.3827 5.9688 -0.9 2.0 -1.4 0.2502
H 4.7279 1.8929 1.2302 -2.1 0.6 1.1 -0.1181
H 4.1299 2.1245 3.0055 -0.8 0.4 -2.4 0.3474
H 3.5354 4.2405 0.6018 1.2 -0.3 2.3 0.1387
H 3.3720 4.6232 2.4396 1.5 -1.3 -1.3 0.2930
H 6.2221 3.4017 2.0441 -1.1 2.2 -1.0 0.3557
H 5.8161 5.2240 2.5010 -0.1 -1.7 -2.3 0.4077
C -2.6155 -8.1300 -6.1803 0.0 0.1 0.2 -0.9064
O -3.5370 -7.4982 -5.2989 -0.2 -0.3 -0.4 -0.2277
C -4.8448 -7.3907 -5.8701 0.0 -0.1 0.7 -0.5337
C -5.7935 -8.4408 -5.2843 0.2 -0.1 -0.6 -0.5516
O -5.4256 -9.7604 -5.6999 0.2 0.3 0.4 -0.3752
C -4.7598 -10.4818 -4.6699 0.0 -0.1 -0.2 -0.6768
H -1.6964 -8.3373 -5.6244 -0.2 0.1 0.0 0.2430
H -3.0081 -9.0744 -6.5671 0.0 0.1 0.0 0.4389
H -2.3770 -7.4587 -7.0109 0.0 -0.1 -0.1 0.3330
H -4.8036 -7.4652 -6.9634 0.0 -0.1 0.1 0.3655
H -5.2221 -6.3956 -5.6144 0.0 0.0 0.0 0.3587
H -6.8007 -8.2573 -5.6681 0.0 0.0 0.0 0.3721
H -5.8315 -8.3697 -4.1905 0.1 0.0 -0.1 0.3302
H -5.4710 -10.7490 -3.8842 0.0 0.0 0.1 0.3258
H -3.9337 -9.9057 -4.2420 -0.1 0.0 0.0 0.2697
H -4.3536 -11.4010 -5.1017 -0.1 0.2 0.0 0.2402
C 7.0209 -6.3439 0.6508 0.0 -0.1 0.2 -0.6730
O 7.2526 -5.6543 1.8739 -0.1 0.3 -0.4 -0.3789
C 7.6075 -4.2841 1.6634 -0.4 -0.1 0.6 -0.6657
C 6.4266 -3.3541 1.9574 0.2 -0.1 -0.6 -0.5248
O 5.3865 -3.5151 0.9869 0.1 -0.2 0.4 -0.1974
C 4.2950 -4.2764 1.4908 0.0 0.0 -0.3 -0.8294
H 6.5880 -7.3210 0.8846 0.1 0.2 0.1 0.2420
H 6.3247 -5.8008 0.0058 0.1 0.0 0.0 0.2527
H 7.9690 -6.4987 0.1270 0.0 0.0 -0.1 0.3387
H 7.9864 -4.1279 0.6462 -0.1 0.0 0.1 0.3181
H 8.4173 -4.0546 2.3631 0.0 0.0 0.0 0.4098
H 6.7689 -2.3182 1.8856 0.0 0.0 0.0 0.3905
H 6.0444 -3.5130 2.9730 0.1 -0.1 -0.1 0.3869
H 3.7422 -3.6894 2.2287 -0.1 -0.1 0.1 0.3393
H 4.6308 -5.2158 1.9403 0.0 0.1 0.0 0.4618
H 3.6261 -4.5109 0.6577 0.1 0.2 0.1 0.1422
C -7.7936 5.5730 2.7157 -0.2 -0.2 0.0 -0.6823
O -8.0015 4.5179 1.7835 0.4 0.3 -0.1 -0.3789
C -7.1247 4.6115 0.6564 -0.2 -0.6 0.2 -0.5643
C -5.9770 3.6030 0.7616 0.2 0.6 0.1 -0.5030
O -5.0836 3.9444 1.8269 -0.4 -0.3 0.0 -0.1981
C -5.2753 3.1229 2.9728 0.1 0.2 0.0 -0.7573
H -8.3621 5.3464 3.6224 0.0 0.0 -0.2 0.2420
H -6.7382 5.6740 2.9835 0.0 0.0 -0.1 0.2748
H -8.1629 6.5146 2.2984 0.1 0.1 0.1 0.3316
H -6.7411 5.6323 0.5405 0.1 -0.1 0.1 0.3088
H -7.7208 4.3733 -0.2302 0.0 0.0 0.0 0.3918
H -5.3943 3.6361 -0.1630 0.0 0.0 -0.1 0.3521
H -6.3601 2.5824 0.8821 -0.1 0.1 0.1 0.3504
H -4.9113 2.1124 2.7703 -0.1 -0.1 0.1 0.2212
H -6.3273 3.0852 3.2716 0.0 0.0 -0.1 0.3761
H -4.6956 3.5447 3.7988 0.0 0.0 -0.2 0.2266

=====

# 2
15
Properties=species:S:1:pos:R:3:forces:R:3:mulliken_charge:R:1 method="wB97M-V/def2-TZVPD" gap_ev="7.670 / 7.668" lumo_energy_ha="-0.00751 / -0.00753" total_charge=0
C -1.2081 0.6665 0.4828 -0.1 -0.1 0.2 -0.6805
O -0.7571 1.3374 -0.7626 0.3 -0.3 -0.3 -0.2927
C -0.1730 0.4474 -1.4873 -0.2 0.0 0.1 0.1449
C -0.0528 -0.8687 -0.9186 -0.1 0.1 0.0 -0.6679
C -0.2744 -0.5243 0.5567 0.0 0.0 0.1 -0.0371
C 1.1936 -0.0245 0.9958 -0.2 0.0 0.4 -0.4005
O 1.9793 0.0918 -0.1016 0.0 -0.1 -0.1 -0.7723
H -2.2658 0.4241 0.3276 0.1 0.1 0.0 0.3173
H -1.0920 1.4078 1.2750 0.0 -0.2 -0.1 0.3235
H 0.1328 0.7867 -2.4739 0.0 -0.1 0.1 0.3997
H 1.1289 -0.9285 -0.9131 0.0 0.1 -0.1 0.2924
H -0.5676 -1.6850 -1.4285 0.1 0.1 0.0 0.3963
H -0.6788 -1.3383 1.1642 0.1 0.2 -0.1 0.4723
H 1.0621 0.9451 1.5244 0.0 -0.1 -0.1 0.2404
H 1.5729 -0.7373 1.7591 0.0 0.1 -0.2 0.2642

=====

# 3
10
Properties=species:S:1:pos:R:3:forces:R:3:mulliken_charge:R:1 method="wB97M-V/def2-TZVPD" gap_ev=10.094 smiles="O=C1C[C@H]1[N+](=O)[O-]" lumo_energy_ha=0.00038 total_charge=0
C -1.3739 -0.0412 -0.3854 -1.8 1.1 1.1 0.6138
C -0.1237 -0.3531 0.2758 -1.1 -1.2 0.0 -0.5573
C -0.0947 0.7437 -0.7604 -2.3 -1.0 0.2 -0.4352
N 0.2185 0.4130 -2.0583 2.3 -0.3 -1.3 0.9479
O -2.5579 -0.1827 -0.5742 2.3 0.2 0.1 -0.4666
O 0.1729 -0.7178 -2.4240 -0.8 -2.8 -0.5 -0.5902
O 0.6556 1.2960 -2.7311 0.4 2.2 -1.6 -0.6041
H 0.0908 -0.0667 1.2633 -0.1 0.6 1.2 0.2981
H 0.1043 -1.3942 0.1287 1.0 -0.1 -0.7 0.2449
H 0.0423 1.7797 -0.6937 0.2 1.2 1.3 0.5486

=====

# 4
14
Properties=species:S:1:pos:R:3:forces:R:3:mulliken_charge:R:1 method="wB97M-V/def2-TZVPD" gap_ev=11.564 lumo_energy_ha=-0.13965 total_charge=+1
N -1.7783 -0.9907 -0.6261 0.7 -2.5 0.5 -0.4702
H -1.7883 -1.6740 0.1651 0.4 1.2 -0.1 0.3869
H -1.3624 -0.0269 -0.4280 -0.7 0.8 0.6 0.3291
H -1.0486 -1.3681 -1.2295 -0.2 -0.3 -0.5 0.3589
H -2.6850 -1.2055 -1.0316 -0.2 1.1 -0.6 0.3718
C 0.6099 0.6997 0.9315 -0.3 -0.2 -1.6 -0.2662
O -0.4550 1.1860 0.0571 -1.1 -0.9 0.2 -0.6047
C 1.6752 0.0228 0.0594 0.9 2.0 0.7 -0.8941
H 0.9642 1.5777 1.4712 0.3 -0.4 0.2 0.3368
H 0.1074 -0.0232 1.5762 0.1 0.3 0.3 0.2476
H -0.2457 1.9337 -0.5006 0.5 0.3 0.0 0.3078
H 1.3819 -0.8077 -0.5859 -0.1 0.0 0.5 0.2675
H 2.0848 0.8325 -0.5654 -0.2 -0.4 -0.3 0.2998
H 2.5401 -0.1564 0.7068 -0.2 -0.8 -0.1 0.3290